No. 1
ORCA calculation (the ωB97M-V functional and the def2-TZVPD basis) on an isolated molecule of C2H5NOS3.

```
! RIJCOSX wB97M-V def2-TZVPD def2/J DEFGRID3
* xyz 0 1
C 0.5055 0.0502 0.9362
C -0.1794 0.1845 -0.6869
N -0.2945 0.1771 1.9565
O 1.6416 -0.3454 0.9563
S -0.0481 -1.5525 -1.3402
S -1.8258 0.6876 -0.6249
S 1.0538 1.4485 -1.4363
H -1.2857 0.3048 1.8983
H 0.0596 0.2621 2.9906
H 0.9622 -2.0364 -0.3919
H -2.0823 0.1874 -1.8088
H 1.4932 0.6321 -2.4488
*
```

Output
Energy above the lowest of the compared OMol25 structures with the same formula, charge and spin = 0.902 eV
LUMO level = 0.41 eV
SMILES = NC(=O)C(S)(S)S
Frontier orbital gap = 9.380 eV
E_tot = -1403.72011 Eh

=====

No. 2
ORCA calculation (the ωB97M-V functional and the def2-TZVPD basis) on a structure of composition C2H5NP2.

```
! RIJCOSX wB97M-V def2-TZVPD def2/J DEFGRID3
* xyz 0 1
C 0.1427 0.9921 1.0482
C -0.2889 -0.0449 0.1645
N 0.5139 1.9144 1.6212
P 0.2131 0.4352 -1.6335
P 0.3859 -1.6686 0.5660
H -1.6964 0.2038 0.3109
H -0.1472 1.6866 -1.4898
H 1.6424 0.9598 -1.4969
H -0.6327 -1.9384 1.3761
H -0.1328 -2.5400 -0.4666
*
```

Output
Energy above the lowest of the compared OMol25 structures with the same formula, charge and spin = 2.189 eV
LUMO level = 0.19 eV
Frontier orbital gap = 10.333 eV
E_tot = -816.54777 Eh

=====

No. 3
ORCA calculation (the ωB97M-V functional and the def2-TZVPD basis) on a structure of composition C2H5NS.

```
! RIJCOSX wB97M-V def2-TZVPD def2/J DEFGRID3
* xyz 0 1
C 0.1715 -0.5976 0.0280
C -0.3099 0.3111 -1.0123
N 0.4872 0.4419 0.9860
S -0.6147 1.5305 0.2826
H -0.5702 -1.4732 0.2828
H 1.0735 -1.2000 -0.1438
H 0.6152 0.6812 -1.4892
H -1.0892 0.1211 -1.7610
H 0.2364 0.1851 2.8269
*
```

Output
Energy above the lowest of the compared OMol25 structures with the same formula, charge and spin = 5.358 eV
LUMO level (spin up / spin down) = 0.00 / -0.48 eV
Frontier orbital gap (spin up / spin down) = 8.146 / 7.662 eV
E_tot = -531.94567 Eh

=====

No. 4
ORCA calculation (the ωB97M-V functional and the def2-TZVPD basis) on a structure of composition C2H5NS2.

```
! RIJCOSX wB97M-V def2-TZVPD def2/J DEFGRID3
* xyz 0 1
C -0.1484 1.7934 -0.2225
C 0.2893 -0.8750 -0.0970
H -0.8352 2.5568 -0.2094
H 0.3897 1.5062 -1.3710
H 0.8119 2.0980 0.7523
H -1.1952 -2.1042 0.8616
H 0.3966 -2.8180 0.4054
N -0.1125 -1.8886 0.7085
S -0.9487 0.3838 0.2417
S 1.3526 -0.6524 -1.0696
*
```

Output
Energy above the lowest of the compared OMol25 structures with the same formula, charge and spin = 3.158 eV
LUMO level = 0.45 eV
Frontier orbital gap = 9.092 eV
E_tot = -930.22339 Eh

=====

No. 5
ORCA calculation (the ωB97M-V functional and the def2-TZVPD basis) on an isolated molecule of C2H5NS2.

```
! RIJCOSX wB97M-V def2-TZVPD def2/J DEFGRID3
* xyz 0 1
C 0.0631 -1.6066 1.4684
C -0.0421 0.3777 -0.6068
H -0.1730 -1.2102 2.4510
H 1.0995 -1.6051 1.2043
H -0.4057 -2.5645 1.4255
H 1.0469 0.2364 -0.5665
H -0.5477 3.2473 -2.4520
N -0.5136 1.3415 -1.2760
S -1.0268 -0.6179 0.4712
S 0.4994 2.4016 -2.1191
*
```

Output
Energy above the lowest of the compared OMol25 structures with the same formula, charge and spin = 1.579 eV
LUMO level = 0.85 eV
SMILES = CS/C=N/S
Frontier orbital gap = 9.047 eV
E_tot = -930.28145 Eh

=====

No. 6
ORCA calculation (the ωB97M-V functional and the def2-TZVPD basis) on a cluster of 2 separate species, C2H5NS2 in total.

```
! RIJCOSX wB97M-V def2-TZVPD def2/J DEFGRID3
* xyz 0 1
C -0.4108 -0.4442 1.1560
C 1.1243 -0.3528 -0.7383
N 0.6470 -0.7567 0.5217
S -0.9236 -0.9853 2.7326
S 0.1498 0.8710 -1.6443
H -1.3813 0.4860 0.4171
H 2.1727 -0.1068 -0.5078
H 0.9818 -1.2870 -1.2404
H -2.1568 -1.3529 2.2756
H -0.3384 1.4436 -0.6458
*
```

Output
Energy above the lowest of the compared OMol25 structures with the same formula, charge and spin = 3.149 eV
LUMO level = 0.60 eV
Frontier orbital gap = 9.685 eV
E_tot = -930.22373 Eh

=====

No. 7
ORCA calculation (the ωB97M-V functional and the def2-TZVPD basis) on a structure of composition C2H5NS2.

```
! RIJCOSX wB97M-V def2-TZVPD def2/J DEFGRID3
* xyz 0 1
C 0.0184 -0.6217 1.1928
C 0.5054 0.1464 -0.0129
H -2.0576 -1.4501 0.1368
H -0.6001 0.0970 1.6611
H 0.8569 -0.7709 1.9109
H 1.5550 0.5632 0.0040
H 0.0818 1.9216 -2.8583
N -0.1750 0.5863 -0.9068
S -1.0000 -2.0891 0.7532
S 0.8153 1.6173 -1.8808
*
```

Output
Energy above the lowest of the compared OMol25 structures with the same formula, charge and spin = 2.019 eV
LUMO level = 0.78 eV
Frontier orbital gap = 9.936 eV
E_tot = -930.26526 Eh

=====

No. 8
ORCA calculation (the ωB97M-V functional and the def2-TZVPD basis) on a cluster of 2 separate species, C2H5O in total.

```
! RIJCOSX wB97M-V def2-TZVPD def2/J DEFGRID3
* xyz -1 1
C -1.0777 -0.5807 -0.0330
O 0.1472 -0.9340 0.1121
C -2.0652 -0.3949 0.9207
H 4.5387 1.8143 -1.3924
H -1.9011 -0.5857 1.9776
H 4.8833 1.1709 -1.1864
H -1.4093 -0.3932 -1.0419
H -3.1159 -0.0967 0.6433
*
```

Output
Energy above the lowest of the compared OMol25 structures with the same formula, charge and spin = 0.538 eV
LUMO level = 4.80 eV
Frontier orbital gap = 6.697 eV
E_tot = -154.39335 Eh

=====

Calculated max |F| in order - 4.86 4.45 4.50 10.29 1.99 5.04 5.54 1.66 eV Å⁻¹